*w*
This record from OMol25 describes a 2-piece molecular cluster, C7H15NO overall. The level of theory is the ωB97M-V functional and the def2-TZVPD basis.

ORCA input file:
```
! RIJCOSX wB97M-V def2-TZVPD def2/J DEFGRID3
* xyz 0 1
C -1.378 1.072 -1.340
C -0.848 0.641 0.021
O -1.187 1.240 1.024
C 0.965 0.297 -0.049
C 1.266 -0.174 1.330
C 1.558 1.663 -0.381
N 1.228 -0.673 -1.050
H -1.193 0.295 -2.081
H -2.452 1.243 -1.277
H -0.925 2.006 -1.661
H 0.457 -0.894 1.639
H 1.255 0.647 2.044
H 2.206 -0.720 1.384
H 1.317 1.968 -1.399
H 2.646 1.618 -0.293
H 1.173 2.418 0.301
H 1.626 -1.549 -0.744
H 1.073 -0.365 -2.000
C -1.581 -1.364 0.187
C -1.190 -2.001 1.337
H -1.255 -1.782 -0.758
H -2.585 -0.954 0.170
H -0.479 -2.814 1.321
H -1.695 -1.817 2.274
*
```

The value obtained for the HOMO energy is -7.56 eV.

*x*
This record from OMol25 describes C7H15NO as an isolated structure. The level of theory is the ωB97M-V functional and the def2-TZVPD basis.

ORCA input file:
```
! RIJCOSX wB97M-V def2-TZVPD def2/J DEFGRID3
* xyz 0 1
C 0.198 0.288 -1.575
C 0.670 1.754 0.346
N 0.267 0.432 -0.123
C -2.219 0.289 0.200
C -2.942 0.223 -0.916
O -2.758 0.175 1.443
H -3.725 0.104 1.409
H -0.202 -0.695 -1.812
H 1.166 0.404 -2.067
H -0.407 1.093 -1.989
H 1.659 2.024 -0.031
H -0.067 2.472 -0.015
H 0.666 1.759 1.432
H -2.411 0.342 -1.848
H -4.024 0.108 -0.902
C 1.049 -1.763 1.293
C 1.570 -0.688 0.393
C 2.828 -0.721 -0.037
H -0.798 0.049 0.580
H 0.810 -1.421 2.305
H 0.152 -2.215 0.860
H 1.767 -2.570 1.460
H 3.518 -1.507 0.258
H 3.235 0.061 -0.663
*
```

The value obtained for the HOMO energy is -7.40 eV.

Pick the most stable structure from those above. Pick: *w*